# 1
A 14-piece molecular cluster, C28H84O14 overall in a non-equilibrium geometry, computed with the ωB97M-V functional and the def2-TZVPD basis.

XYZ file:
```
126
Properties=species:S:1:pos:R:3:forces:R:3:mulliken_charge:R:1
C 0.34747 0.67503 -6.00694 -1.632 -0.515 -0.548 -1.379
C 0.07144 0.17560 -4.58967 1.430 0.036 -0.556 0.285
O -0.34975 1.20760 -3.72286 -0.263 0.040 0.231 0.057
H 0.92704 1.58659 -6.11961 0.166 -0.070 0.247 0.255
H -0.65873 0.82213 -6.42083 0.141 0.693 -0.088 0.315
H 0.69553 -0.10738 -6.68480 0.592 -0.067 0.383 0.419
H 0.97889 -0.28659 -4.18602 -0.007 -0.151 0.119 -0.160
H -0.68922 -0.59940 -4.66933 -0.175 0.124 0.377 0.493
H 0.26861 1.96509 -3.76842 -0.267 -0.237 -0.281 -0.409
C -3.63018 0.30609 0.37824 0.286 -1.267 -0.081 0.503
C -4.95076 -0.43779 0.46239 -1.006 1.445 0.469 -0.821
O -5.51861 -0.31870 1.78887 0.320 -0.497 -0.106 -0.539
H -3.73727 1.38508 0.45090 -0.050 0.009 0.045 0.086
H -3.08763 0.04759 -0.53390 -0.129 0.232 -0.157 -0.085
H -3.00600 -0.07978 1.18829 0.085 0.335 0.119 -0.235
H -4.92264 -1.49331 0.20825 0.281 -0.071 0.164 0.319
H -5.69325 0.04675 -0.17870 0.159 -0.258 -0.528 0.395
H -5.79479 0.59497 1.90187 0.044 0.003 0.013 0.309
C -4.67746 2.52388 -3.15204 0.061 -0.307 -0.381 -1.402
C -3.22770 2.30499 -3.53726 0.078 0.300 -0.449 0.630
O -2.57590 3.56743 -3.40765 0.138 0.140 0.435 -0.602
H -4.74657 2.80034 -2.10046 -0.006 0.111 -0.016 0.249
H -5.26372 1.61540 -3.30495 0.065 -0.056 0.055 0.356
H -5.11882 3.29993 -3.77662 0.007 0.113 0.125 0.388
H -3.07014 2.02115 -4.58394 -0.550 -0.395 0.025 0.252
H -2.78217 1.51400 -2.92709 0.142 0.215 0.166 -0.189
H -1.68499 3.50542 -3.76638 0.023 -0.175 0.108 0.223
C 3.86718 3.47622 0.97414 -0.001 -0.111 0.864 -0.936
C 3.03532 3.17200 2.21421 -0.291 0.721 0.095 0.345
O 3.33683 1.83453 2.56208 0.142 -0.572 0.440 -0.599
H 3.64718 2.75056 0.19267 -0.257 0.359 -0.284 -0.087
H 4.91967 3.33096 1.22786 0.018 0.031 0.066 0.361
H 3.74773 4.52835 0.71821 -0.161 -0.151 -0.493 0.448
H 1.95747 3.35097 2.11943 -0.014 -0.473 -0.627 -0.198
H 3.26146 3.90161 3.00386 0.584 -0.373 0.186 0.341
H 2.84890 1.48394 3.32223 -0.147 0.367 0.094 0.118
C -2.83015 2.45555 3.11167 0.467 1.139 0.573 -0.697
C -1.56102 2.62320 3.96694 -0.453 -0.372 -0.971 0.642
O -0.65127 3.43074 3.23626 0.679 0.438 0.805 -0.626
H -3.52147 1.68846 3.45401 0.036 -0.077 -0.142 0.390
H -2.52229 2.37467 2.07257 -0.100 -0.695 -0.003 -0.197
H -3.29702 3.44551 3.14305 -0.443 -0.171 0.083 0.384
H -1.12564 1.66182 4.26063 0.074 0.010 -0.483 -0.732
H -1.77982 3.10916 4.91868 -0.017 0.287 -0.062 0.504
H -0.75200 3.38801 2.27284 -0.303 -0.676 0.130 0.102
C -1.83196 -2.31151 3.13088 -0.250 -0.225 -0.144 -0.167
C -3.22341 -2.96888 3.30444 0.746 0.242 -0.427 -0.344
O -3.02069 -4.37162 3.22278 -0.320 0.037 -0.142 -0.565
H -1.59889 -2.36099 2.06205 -0.042 0.332 -0.058 -0.109
H -1.04178 -2.92269 3.56971 -0.223 -0.009 0.471 0.398
H -1.71936 -1.28248 3.47258 -0.235 0.031 -0.048 0.025
H -3.85704 -2.60047 2.48857 -0.107 -0.138 0.039 0.118
H -3.78578 -2.76309 4.21413 0.464 0.044 0.238 0.340
H -2.65973 -4.52095 2.33951 -0.211 -0.408 -0.022 0.256
C 2.61165 -5.58411 0.26154 -0.076 0.000 1.247 -0.770
C 2.83477 -4.40207 1.20252 -0.001 0.302 -0.506 -0.297
O 2.60195 -3.22720 0.40108 0.264 0.301 0.584 -0.102
H 2.41271 -6.48452 0.84835 0.228 -0.058 -0.043 0.433
H 3.47897 -5.74377 -0.37142 -0.207 0.029 -0.315 0.319
H 1.69000 -5.38401 -0.28082 0.189 0.016 -0.390 -0.095
H 3.84433 -4.32193 1.61669 0.075 -0.407 -0.112 0.346
H 2.15490 -4.41846 2.05979 -0.185 -0.014 -0.154 0.296
H 2.97160 -2.46059 0.87413 -0.403 0.150 -0.144 0.037
C 5.07648 -0.49819 -0.78639 -0.737 0.640 0.293 -0.828
C 4.83561 -0.73469 0.69601 -0.587 0.092 -0.127 -0.299
O 3.47868 -0.48047 1.09027 0.288 -0.447 -0.243 -0.459
H 4.78566 0.55366 -0.89262 0.796 0.150 -0.414 0.147
H 4.43664 -0.98638 -1.52022 -0.014 -0.680 0.424 0.078
H 6.11848 -0.74525 -0.98467 0.036 0.445 -0.321 0.392
H 5.44391 0.01390 1.20828 0.376 -0.465 0.234 0.518
H 5.09461 -1.75991 0.97920 0.196 0.121 0.182 0.220
H 3.48774 0.28912 1.69080 -0.256 0.000 -0.277 0.318
C 2.60209 2.51892 -2.73747 -0.546 0.223 1.004 -0.432
C 2.23736 3.72789 -3.56680 1.269 -0.331 -0.603 -0.597
O 0.92653 3.60505 -4.10793 -0.051 0.038 0.137 -0.407
H 3.64111 2.61651 -2.42190 0.027 -0.107 -0.073 0.473
H 2.46136 1.56705 -3.25003 0.117 0.108 -0.245 0.124
H 1.99959 2.48479 -1.82312 0.002 -0.089 -0.021 -0.109
H 2.99863 3.72792 -4.35855 -0.363 0.283 -0.310 0.421
H 2.38048 4.66498 -3.02404 -0.321 -0.078 0.194 0.318
H 0.86088 4.10795 -4.92470 -0.006 0.037 0.043 0.242
C 0.20221 -0.01826 1.13121 0.701 -0.025 0.906 -0.656
C -0.04759 -0.40011 -0.31842 0.104 0.509 0.519 1.166
O -0.61737 0.69923 -1.01074 -0.202 0.115 -0.300 0.341
H 0.88855 -0.76393 1.54207 -0.096 -0.094 0.068 0.598
H -0.60644 0.08766 1.85805 -0.615 -0.359 -0.637 -0.356
H 0.72695 0.93175 1.27105 0.164 0.018 -0.664 0.242
H -0.70435 -1.27081 -0.40831 0.025 -0.082 0.091 -0.357
H 0.93474 -0.65284 -0.72483 -0.067 -0.058 -0.205 -0.745
H -0.39917 0.72942 -1.96086 -0.101 -0.110 0.060 -0.293
C -1.00012 5.39149 0.50467 0.721 -0.062 -0.362 -1.632
C -1.29776 4.11515 -0.28189 -1.089 0.695 -0.340 0.283
O -0.98488 2.92202 0.38897 0.611 0.203 0.716 0.607
H 0.06579 5.64147 0.51780 0.109 -0.460 0.453 0.280
H -1.41150 5.35865 1.51173 0.063 0.116 0.026 0.371
H -1.38824 6.25412 -0.04165 -0.534 -0.191 0.049 0.454
H -0.81410 4.19874 -1.26049 -0.030 -0.256 -0.018 0.050
H -2.38657 4.12882 -0.43093 0.082 -0.013 -0.429 0.206
H -1.02445 2.12556 -0.18589 0.193 0.348 -0.026 -0.188
C 0.99781 -3.21987 -2.60808 -0.174 -0.498 0.023 -0.723
C 2.38172 -2.59058 -2.73603 -0.554 1.194 0.710 0.125
O 3.45523 -3.35534 -2.22587 -0.447 0.197 -0.127 -0.572
H 0.22214 -2.49133 -2.85234 0.019 0.008 -0.351 0.237
H 0.71769 -3.58002 -1.61573 0.563 0.294 0.293 -0.068
H 0.89657 -4.11370 -3.22892 0.033 0.215 -0.334 0.479
H 2.38170 -1.63955 -2.17904 -0.281 -0.016 0.198 -0.340
H 2.51732 -2.19657 -3.74664 0.468 -0.827 -0.304 0.468
H 3.31124 -3.22884 -1.26125 0.339 -0.586 -0.274 0.327
C -0.03029 0.14034 5.93890 0.362 -0.336 0.449 -1.452
C 0.73387 -0.50241 4.78203 0.116 1.434 0.668 1.071
O 2.09238 -0.03200 4.87548 0.183 -0.104 -0.600 -0.562
H 0.07506 1.22318 5.86073 -0.443 -0.043 -0.318 0.412
H 0.41593 -0.03076 6.92244 0.047 -0.644 -0.104 0.389
H -1.06476 -0.20545 5.95858 -0.096 0.333 0.010 0.300
H 0.33157 -0.02765 3.88716 0.118 -0.358 -0.267 -0.746
H 0.63903 -1.58158 4.68968 0.156 -0.055 0.169 0.412
H 2.67794 -0.67775 5.27665 -0.187 -0.151 0.058 0.281
C -1.34176 -5.87201 -1.36725 1.184 0.713 -1.592 -0.792
C -2.27193 -4.77305 -0.91248 -0.810 -1.131 1.238 0.385
O -3.04131 -5.30606 0.20552 0.039 0.739 -0.430 -0.530
H -0.63295 -6.33719 -0.68372 -0.397 0.445 0.733 0.241
H -0.68801 -5.37862 -2.10319 -0.068 -0.439 -0.218 0.084
H -1.83232 -6.70435 -1.87367 -0.333 0.200 -0.004 0.388
H -2.99870 -4.48688 -1.68021 0.350 -0.049 -0.249 0.306
H -1.79588 -3.84804 -0.58360 0.272 -0.254 0.127 -0.284
H -3.69684 -5.85397 -0.23598 -0.173 -0.152 0.479 0.280
```
Positions in Å, forces in eV/Å.

Output
F_max   0.0410 Eh/bohr
LUMO energy   0.2 eV
Spin multiplicity   1

***

# 2
C4H3CrO2 as an isolated structure in a non-equilibrium geometry, computed with the ωB97M-V functional and the def2-TZVPD basis.

XYZ file:
```
10
Properties=species:S:1:pos:R:3:forces:R:3:mulliken_spin:R:1
O -0.87565 -1.49686 -2.97855 0.234 1.067 -1.033 0.027
C -1.31474 -0.88994 0.27562 -0.453 -0.685 -0.190 -0.146
C -0.43061 0.08800 0.54359 2.150 1.105 1.628 0.016
C 0.43564 0.89749 1.02589 -1.986 -1.181 -1.490 -0.076
C 1.57686 1.56925 1.38216 1.151 0.122 1.613 -0.008
O 1.91261 1.98371 2.53434 -0.511 -0.252 -1.454 -0.011
H -0.58937 -0.57878 -3.18176 -0.333 -1.117 0.326 0.015
H 2.33985 1.65490 0.57056 -0.299 0.167 0.053 -0.003
Cr -1.05225 -2.10563 -1.27708 0.094 0.651 0.962 4.194
H -2.00235 -1.12213 1.10523 -0.047 0.124 -0.416 -0.008
```
Positions in Å, forces in eV/Å.

Output
F_max   0.0567 Eh/bohr
LUMO energy (spin up / spin down)   2.8 / 2.3 eV
Spin multiplicity   5
Net charge   -1

***

> Number 1 is which compound?

C28H84O14

***

> Which of these has the highest F_max?

C4H3CrO2

***

> The highest F_max belongs to which entry?

C4H3CrO2

***

> Which of these has the lowest spin multiplicity?

C28H84O14